[1]
Here is the molecule C3H4N2 in a non-equilibrium geometry from the OMol25 dataset. Energies are from ωB97M-V/def2-TZVPD.

XYZ file:
```
9
Properties=species:S:1:pos:R:3:forces:R:3
N 2.607 -0.459 -0.347 -0.976 0.503 0.277
C 1.586 0.058 -0.159 0.516 -0.425 -0.532
C 0.366 0.801 0.109 -0.490 -0.643 -1.059
C -1.013 -0.154 -0.219 -0.368 -0.903 0.470
N -0.542 0.188 1.083 -0.316 -0.203 0.250
H -0.297 0.954 -0.844 0.921 1.539 0.481
H -1.983 0.297 -0.457 0.532 0.061 -0.257
H -0.778 -1.092 -0.697 0.049 -0.207 0.196
H -0.100 -0.650 1.461 0.132 0.278 0.173
```
Positions in Å, forces in eV/Å.

## Properties
**SMILES**: N#C[C@H]1CN1
**Molecular weight**: 68.1 g/mol
**Largest force on an atom**: 1.86 eV/Å
**HOMO-LUMO gap**: 9.73 eV
**ΔE to the lowest compared entry with this formula, charge and spin**: 415.2 kJ/mol
**Energy**: -226.06703 Ha

Charges in e, computed with Mulliken, in the same order as the atoms: number 1, N, carries -0.39; number 2, C, carries 0.18; number 3, C, carries -0.02; number 4, C, carries -0.46; number 5, N, carries -0.46; number 6, H, carries 0.24; number 7, H, carries 0.30; number 8, H, carries 0.33; number 9, H, carries 0.28

[2]
Here is the molecule C3H4ClNO2S in a non-equilibrium geometry from the OMol25 dataset. Energies are from ωB97M-V/def2-TZVPD.

XYZ file:
```
12
Properties=species:S:1:pos:R:3:forces:R:3
C 0.472 0.190 0.463 3.094 1.165 0.608
S -1.166 0.931 0.362 0.434 -1.809 0.139
O -1.283 2.030 -0.500 0.727 1.660 -1.347
O -1.773 0.998 1.638 0.238 -0.191 1.197
C -2.047 -0.425 -0.524 -1.520 1.933 1.845
Cl -3.755 0.120 -0.329 0.188 -0.534 -0.371
C -1.794 -1.637 0.121 -0.351 -1.361 0.651
N -1.592 -2.611 0.678 0.277 -0.774 0.372
H 1.121 0.503 1.412 -1.639 0.301 -2.125
H 0.429 -0.851 0.715 -0.705 -0.704 -0.300
H 1.112 0.309 -0.504 -1.419 0.064 1.708
H -1.845 -0.491 -1.529 0.675 0.251 -2.377
```
Positions in Å, forces in eV/Å.

## Properties
**SMILES**: CS(=O)(=O)[C@H](Cl)C#N
**Molecular weight**: 153.6 g/mol
**Largest force on an atom**: 3.36 eV/Å
**HOMO-LUMO gap**: 11.63 eV
**ΔE to the lowest compared entry with this formula, charge and spin**: 92.0 kJ/mol
**Energy**: -1180.25400 Ha

Charges in e, computed with Mulliken, in the same order as the atoms: number 1, C, carries -0.93; number 2, S, carries 1.10; number 3, O, carries -0.57; number 4, O, carries -0.56; number 5, C, carries -0.15; number 6, Cl, carries -0.10; number 7, C, carries 0.15; number 8, N, carries -0.37; number 9, H, carries 0.32; number 10, H, carries 0.38; number 11, H, carries 0.31; number 12, H, carries 0.42

[3]
Here is a cluster of 2 separate species, C4H15N4 in total in a non-equilibrium geometry from the OMol25 dataset. Energies are from ωB97M-V/def2-TZVPD.

XYZ file:
```
23
Properties=species:S:1:pos:R:3:forces:R:3
C 1.657 -0.646 0.776 -0.252 -0.640 -0.509
N 1.136 -1.760 -0.032 -0.654 0.349 -0.123
C -0.335 -1.740 -0.021 0.352 -0.008 0.105
C 1.566 -1.685 -1.431 0.734 -0.324 0.555
H 1.327 -0.781 1.810 0.117 -0.004 -0.030
H 1.305 0.335 0.410 0.271 -0.086 0.014
H 2.743 -0.698 0.749 0.097 0.211 0.062
H -0.716 -2.556 -0.635 0.009 -0.017 -0.008
H -0.739 -1.852 0.989 0.224 -0.141 -0.011
H -0.683 -0.785 -0.423 -0.201 -0.202 -0.214
H 1.203 -2.577 -1.945 -0.059 0.106 -0.084
H 2.660 -1.737 -1.438 -0.076 0.066 -0.140
H 1.259 -0.785 -1.981 -0.193 0.040 0.177
N -1.457 2.964 0.528 0.918 0.369 0.496
C -0.787 1.719 0.320 -2.425 0.878 1.290
N -0.795 1.424 -1.138 0.037 -0.246 2.140
N -1.270 0.816 1.604 2.058 1.025 -4.187
H -2.456 2.750 0.530 -0.107 0.241 -0.147
H -1.256 3.191 1.504 -0.300 0.236 -0.204
H -1.779 1.541 -1.397 -0.025 -0.238 -0.296
H -0.384 2.310 -1.426 0.086 -0.152 -0.504
H -1.841 0.189 1.034 -0.207 -0.592 0.652
H -0.357 0.362 1.615 -0.403 -0.872 0.967
```
Positions in Å, forces in eV/Å.

## Properties
**2S+1**: 2
**Molecular weight**: 119.2 g/mol
**Largest force on an atom**: 4.78 eV/Å
**HOMO-LUMO gap (alpha / beta)**: 9.28 / 8.40 eV
**ΔE to the lowest compared entry with this formula, charge and spin**: 127.6 kJ/mol
**<S²>**: 0.753
**Energy**: -380.27697 Ha

Charges in e, computed with Mulliken, in the same order as the atoms: number 1, C, carries -1.04; number 2, N, carries -0.10; number 3, C, carries -0.77; number 4, C, carries -0.90; number 5, H, carries 0.33; number 6, H, carries 0.40; number 7, H, carries 0.38; number 8, H, carries 0.40; number 9, H, carries 0.35; number 10, H, carries 0.14; number 11, H, carries 0.33; number 12, H, carries 0.33; number 13, H, carries 0.27; number 14, N, carries -0.67; number 15, C, carries -0.05; number 16, N, carries -0.47; number 17, N, carries -0.72; number 18, H, carries 0.30; number 19, H, carries 0.29; number 20, H, carries 0.24; number 21, H, carries 0.33; number 22, H, carries 0.36; number 23, H, carries 0.29

[4]
Here is a structure of composition C32H27F9MoNO2PSe in a non-equilibrium geometry from the OMol25 dataset. Energies are from ωB97M-V/def2-TZVPD.

XYZ file:
```
74
Properties=species:S:1:pos:R:3:forces:R:3
Mo -0.125 0.275 -0.362 0.361 -0.466 -0.674
O -1.196 -1.014 -2.575 -0.149 -0.173 0.072
N -1.355 -1.196 -1.207 -0.005 0.307 -0.048
C -2.108 -2.148 -0.799 0.108 -0.006 -0.045
C -2.403 -2.495 0.578 -0.022 0.038 0.185
C -3.091 -3.700 0.750 0.036 0.081 -0.085
C -3.459 -4.136 2.011 -0.032 -0.044 0.080
C -3.164 -3.359 3.117 -0.055 -0.092 0.024
C -2.496 -2.151 2.963 0.061 0.089 0.009
C -2.092 -1.709 1.710 -0.035 -0.108 0.090
P -1.206 -0.142 1.611 -0.105 -0.013 -0.013
C -1.772 0.932 2.928 0.090 -0.065 0.025
C -1.153 0.934 4.180 0.090 -0.077 0.021
C -1.640 1.747 5.189 -0.044 0.055 0.040
C -2.748 2.554 4.955 0.023 -0.031 -0.020
C -3.375 2.544 3.716 -0.003 0.013 0.020
C -2.891 1.734 2.701 -0.023 0.015 -0.091
C 0.562 -0.422 1.587 0.120 -0.749 0.406
C 1.169 -1.790 1.495 -0.354 -0.313 -0.143
C 3.433 -2.881 1.461 -1.932 -2.035 0.314
C 3.363 -0.702 1.704 -0.134 2.744 -0.860
C 2.757 0.302 2.427 0.675 -0.013 0.121
C 1.414 0.508 2.227 -0.556 0.428 0.111
H -1.414 -1.845 -3.031 0.058 0.070 -0.059
H -2.573 -2.783 -1.551 0.028 0.011 -0.048
H -3.345 -4.300 -0.116 0.019 0.034 0.009
H -3.989 -5.072 2.125 0.014 0.018 -0.005
H -3.459 -3.681 4.107 0.001 -0.008 -0.022
H -2.296 -1.549 3.840 0.015 0.018 -0.024
H -0.300 0.291 4.377 -0.040 0.014 -0.013
H -1.161 1.749 6.159 -0.013 -0.002 -0.036
H -3.127 3.190 5.745 0.008 -0.010 -0.008
H -4.241 3.167 3.537 0.020 -0.011 0.015
H -3.391 1.730 1.740 0.008 -0.010 -0.027
H 0.571 -2.474 0.900 -0.084 0.016 -0.013
H 2.925 -3.738 1.913 -0.387 -0.416 -1.497
H 4.391 -0.550 1.398 0.200 -0.315 0.531
H 3.360 1.027 2.955 -0.029 0.036 -0.061
H 0.988 1.455 2.550 0.049 0.029 -0.068
F 1.639 -2.541 -2.500 -0.029 -0.028 -0.110
C 2.361 -2.767 -1.412 -0.058 0.325 0.161
F 3.505 -3.328 -1.755 0.010 -0.038 -0.121
F 1.677 -3.650 -0.651 -0.027 -0.062 -0.024
C 2.573 -1.421 -0.608 -0.059 0.002 -0.358
O 1.548 -0.552 -0.944 -0.390 0.289 0.085
C 2.596 -1.700 0.919 0.244 -0.674 0.127
F 1.246 -2.343 2.772 -0.183 0.028 0.022
F 4.437 -3.266 0.669 0.072 0.554 1.100
F 3.741 -2.323 2.694 2.456 0.202 0.875
C 3.868 -0.719 -1.137 -0.533 0.309 0.011
F 4.986 -1.294 -0.753 0.430 -0.110 0.068
F 3.842 -0.648 -2.458 -0.054 0.060 -0.011
F 3.867 0.541 -0.640 0.109 -0.075 -0.155
C 0.946 3.070 -6.199 0.009 -0.020 -0.077
C 0.432 2.839 -4.810 0.278 0.077 -0.132
C -0.891 2.508 -4.584 -0.392 -0.091 0.032
C -1.400 2.317 -3.307 0.193 0.020 0.204
C -2.858 2.019 -3.114 -0.071 -0.003 -0.077
C -0.510 2.453 -2.221 -0.346 -0.227 -0.360
Se -1.226 2.339 -0.430 -0.082 0.307 -0.053
C 0.844 2.768 -2.428 -0.366 0.025 -0.165
C 1.773 2.891 -1.280 0.404 0.256 0.132
C 1.288 2.961 -3.721 0.139 -0.056 -0.030
H 0.160 2.946 -6.941 0.012 0.000 0.005
H 1.751 2.371 -6.432 -0.012 0.026 0.005
H 1.350 4.078 -6.296 0.005 -0.011 0.010
H -1.561 2.412 -5.431 -0.003 0.004 0.029
H -3.348 1.883 -4.077 0.000 0.013 0.047
H -3.367 2.835 -2.595 0.019 0.023 -0.003
H -3.014 1.114 -2.525 0.008 -0.038 0.011
H 1.738 1.974 -0.707 0.258 -0.266 0.508
H 1.511 3.715 -0.614 0.004 0.032 0.010
H 2.803 3.004 -1.609 0.006 0.088 0.003
H 2.330 3.211 -3.889 -0.034 -0.003 0.018
```
Positions in Å, forces in eV/Å.

## Properties
**Molecular weight**: 834.4 g/mol
**Largest force on an atom**: 2.88 eV/Å
**HOMO-LUMO gap**: 6.07 eV
**Total charge**: +2
**ΔE to the lowest compared entry with this formula, charge and spin**: 0.0 kJ/mol
**Energy**: -5149.99641 Ha

Charges in e, computed with Mulliken, in the same order as the atoms: number 1, Mo, carries -0.88; number 2, O, carries -0.36; number 3, N, carries 0.31; number 4, C, carries -0.08; number 5, C, carries 0.66; number 6, C, carries -1.08; number 7, C, carries -0.89; number 8, C, carries -0.76; number 9, C, carries -0.88; number 10, C, carries 0.37; number 11, P, carries 1.72; number 12, C, carries 0.78; number 13, C, carries 0.15; number 14, C, carries -0.83; number 15, C, carries -0.60; number 16, C, carries -0.90; number 17, C, carries -0.63; number 18, C, carries 0.64; number 19, C, carries 0.16; number 20, C, carries 0.11; number 21, C, carries -0.86; number 22, C, carries -2.55; number 23, C, carries -0.05; number 24, H, carries 0.35; number 25, H, carries 0.47; number 26, H, carries 0.45; number 27, H, carries 0.44; number 28, H, carries 0.47; number 29, H, carries 0.47; number 30, H, carries 0.49; number 31, H, carries 0.47; number 32, H, carries 0.44; number 33, H, carries 0.46; number 34, H, carries 0.51; number 35, H, carries 0.76; number 36, H, carries 0.34; number 37, H, carries 0.87; number 38, H, carries 0.48; number 39, H, carries 0.86; number 40, F, carries -0.24; number 41, C, carries 0.45; number 42, F, carries -0.23; number 43, F, carries -0.29; number 44, C, carries 1.11; number 45, O, carries -0.81; number 46, C, carries 1.02; number 47, F, carries -0.53; number 48, F, carries -0.23; number 49, F, carries -0.25; number 50, C, carries 0.34; number 51, F, carries -0.20; number 52, F, carries -0.27; number 53, F, carries -0.16; number 54, C, carries -1.52; number 55, C, carries 0.56; number 56, C, carries -1.10; number 57, C, carries 0.85; number 58, C, carries -1.63; number 59, C, carries 0.15; number 60, Se, carries 0.04; number 61, C, carries 1.66; number 62, C, carries -1.60; number 63, C, carries -0.99; number 64, H, carries 0.37; number 65, H, carries 0.36; number 66, H, carries 0.37; number 67, H, carries 0.32; number 68, H, carries 0.42; number 69, H, carries 0.37; number 70, H, carries 0.24; number 71, H, carries 0.30; number 72, H, carries 0.39; number 73, H, carries 0.40; number 74, H, carries 0.45

[5]
Here is a structure of composition C6H13InO3 in a non-equilibrium geometry from the OMol25 dataset. Energies are from ωB97M-V/def2-TZVPD.

XYZ file:
```
23
Properties=species:S:1:pos:R:3:forces:R:3
H 2.357 0.471 1.496 -0.324 -0.029 0.016
C 1.529 -0.133 1.892 1.623 -0.180 0.469
H 0.732 2.324 1.661 -0.243 -0.271 -0.093
H 1.515 -0.008 2.984 -0.052 -0.418 -0.332
H 1.674 -1.159 1.540 -0.007 0.110 0.475
C -0.120 1.633 1.745 -0.298 1.618 0.712
H -0.437 1.593 2.800 0.073 -0.116 -0.265
O 0.301 0.321 1.340 1.324 0.292 0.101
C -1.255 2.034 0.811 0.778 1.480 -0.062
H -1.707 2.959 1.212 0.033 -0.444 -0.174
H -0.805 2.276 -0.172 -0.237 0.008 0.262
O -2.195 1.013 0.652 -1.347 1.159 0.334
C -1.898 -1.398 -1.249 -0.283 -0.575 0.323
H -2.386 -0.565 -1.765 -0.033 -0.079 0.483
O 0.077 -0.753 -2.310 -1.785 -1.037 2.055
C -0.556 -1.610 -1.522 0.940 0.222 -3.263
C 1.496 -0.867 -2.395 1.504 -0.081 -0.022
H 1.888 -1.291 -1.460 -0.031 0.012 -0.328
H 1.877 0.154 -2.496 -0.086 -0.314 -0.185
H -0.078 -2.585 -1.364 0.173 0.320 0.566
H 1.779 -1.493 -3.251 -0.151 0.283 0.211
In -1.313 -0.647 0.781 -1.569 -2.030 -0.934
H -2.476 -2.270 -0.930 -0.003 0.068 -0.350
```
Positions in Å, forces in eV/Å.

## Properties
**Molecular weight**: 248.0 g/mol
**Largest force on an atom**: 3.40 eV/Å
**HOMO-LUMO gap**: 7.48 eV
**Total charge**: +2
**ΔE to the lowest compared entry with this formula, charge and spin**: 35.3 kJ/mol
**Energy**: -651.48390 Ha

Charges in e, computed with Mulliken, in the same order as the atoms: number 1, H, carries 0.28; number 2, C, carries -0.60; number 3, H, carries 0.44; number 4, H, carries 0.31; number 5, H, carries 0.34; number 6, C, carries -0.45; number 7, H, carries 0.37; number 8, O, carries -0.23; number 9, C, carries -0.41; number 10, H, carries 0.38; number 11, H, carries 0.29; number 12, O, carries -0.52; number 13, C, carries -0.98; number 14, H, carries 0.38; number 15, O, carries -0.25; number 16, C, carries 0.04; number 17, C, carries -0.62; number 18, H, carries 0.32; number 19, H, carries 0.29; number 20, H, carries 0.54; number 21, H, carries 0.32; number 22, In, carries 1.26; number 23, H, carries 0.50

[6]
Here is the ion C10H20NO3 with charge +1 in a non-equilibrium geometry from the OMol25 dataset. Energies are from ωB97M-V/def2-TZVPD.

XYZ file:
```
34
Properties=species:S:1:pos:R:3:forces:R:3
C 0.919 -1.163 0.445 -0.448 -2.073 -0.964
C -1.726 -0.327 1.375 -2.273 -1.739 1.860
C -2.869 0.159 0.415 1.710 1.180 1.079
C 0.576 0.193 1.007 0.210 -0.956 -1.354
C -2.831 1.650 0.280 -0.355 1.354 0.604
C 3.484 1.744 -0.657 -1.664 0.894 3.330
C -2.821 -1.813 -1.004 4.099 1.758 3.222
C 2.787 -2.262 -0.508 0.028 -3.662 -1.295
C 1.535 1.255 0.928 1.908 1.220 0.594
C 1.934 1.706 -0.508 -0.050 -1.711 -3.107
N -2.823 -0.349 -0.839 -0.312 -3.277 -1.407
O 0.090 -2.048 0.244 2.409 1.648 0.424
O -0.568 0.489 1.394 0.423 0.164 -0.345
O 2.237 -1.155 0.138 -1.552 0.752 1.033
H -2.074 -0.185 2.393 -0.382 0.315 0.129
H -1.554 -1.416 1.334 0.397 0.847 -0.494
H -3.792 -0.206 0.790 -0.826 -0.170 1.601
H -1.779 1.961 -0.102 -2.223 -0.204 -0.137
H -2.938 2.187 1.251 0.014 -0.467 -0.549
H -3.793 1.846 -0.301 1.873 0.580 0.182
H 3.812 0.738 -0.424 0.689 0.233 0.771
H 3.831 2.644 -0.032 0.008 -1.847 -0.348
H 3.860 1.938 -1.581 0.420 0.652 -3.028
H -3.312 -2.283 -0.158 -0.309 0.019 0.076
H -3.280 -2.045 -1.861 -1.484 -1.218 -3.284
H -1.703 -2.139 -0.936 -2.089 -0.077 -0.567
H 1.974 -3.109 -0.586 1.812 1.455 0.438
H 3.755 -2.636 -0.014 -1.708 0.744 -0.382
H 3.033 -2.032 -1.564 -0.114 0.304 0.638
H 1.037 1.981 1.513 0.035 1.579 0.521
H 2.523 1.008 1.420 -1.248 -0.079 -0.285
H 1.547 0.877 -1.213 0.655 0.995 0.858
H 1.508 2.583 -1.045 -0.237 -0.130 1.520
H -2.577 0.208 -1.595 0.584 0.916 -1.334
```
Positions in Å, forces in eV/Å.

## Properties
**Molecular weight**: 202.3 g/mol
**Largest force on an atom**: 5.50 eV/Å
**HOMO-LUMO gap (alpha / beta)**: 5.97 / 5.97 eV
**Total charge**: +1
**ΔE to the lowest compared entry with this formula, charge and spin**: 459.1 kJ/mol
**Energy**: -673.11850 Ha

Charges in e, computed with Mulliken, in the same order as the atoms: number 1, C, carries 0.79; number 2, C, carries -0.71; number 3, C, carries 0.08; number 4, C, carries 0.48; number 5, C, carries -1.34; number 6, C, carries -1.36; number 7, C, carries -0.84; number 8, C, carries -0.74; number 9, C, carries -0.91; number 10, C, carries -0.16; number 11, N, carries -0.23; number 12, O, carries -0.61; number 13, O, carries -0.21; number 14, O, carries -0.20; number 15, H, carries 0.34; number 16, H, carries 0.54; number 17, H, carries 0.44; number 18, H, carries 0.28; number 19, H, carries 0.34; number 20, H, carries 0.40; number 21, H, carries 0.29; number 22, H, carries 0.29; number 23, H, carries 0.48; number 24, H, carries 0.27; number 25, H, carries 0.47; number 26, H, carries 0.15; number 27, H, carries 0.33; number 28, H, carries 0.27; number 29, H, carries 0.30; number 30, H, carries 0.53; number 31, H, carries 0.38; number 32, H, carries 0.18; number 33, H, carries 0.43; number 34, H, carries 0.24